1.
Computed, not measured: one molecule with the formula C3H8O2 in a non-equilibrium geometry, with ωB97M-V with the def2-TZVPD basis set.

Values from the calculation:
SMILES: COCOC
Orbital gap, eV: 11.12
Net charge: 0
ΔE to the lowest compared entry with this formula, charge and spin, kJ/mol: 270.8
E_HOMO, eV: -10.117

Last column: Löwdin charge in e.
Cartesian coordinates (Å):
C  0.596  2.078  0.178  -0.134
O  1.274  0.878  0.469  -0.192
C  0.449  -0.306  0.522  -0.269
O  0.257  -0.945  -0.720  -0.188
C  -0.818  -1.779  -0.734  -0.192
H  -0.069  2.007  -0.784  0.114
H  -0.137  2.293  0.993  0.082
H  1.406  2.863  0.070  0.103
H  -0.625  -0.061  0.941  0.140
H  1.050  -0.966  1.359  0.178
H  -0.689  -2.232  -1.783  0.106
H  -1.919  -1.154  -0.528  0.148
H  -0.773  -2.677  0.017  0.104

Forces on the atoms, in the same order (eV/Å):
C -1.08 0.46 -1.20
O -0.98 -1.81 -0.50
C 0.34 0.34 2.85
O 1.68 1.68 1.30
C -2.83 -1.52 -0.51
H 1.46 0.14 1.39
H 0.68 0.24 -0.35
H -1.28 -0.80 0.14
H 1.85 -0.22 -0.54
H -1.60 1.13 -2.31
H -1.19 0.51 1.51
H 2.96 -1.82 -0.76
H -0.01 1.70 -1.02

=====

2.
Computed, not measured: C34H30N4O6S2SbY as an isolated structure in a non-equilibrium geometry, with ωB97M-V with the def2-TZVPD basis set.

Values from the calculation:
Orbital gap, eV: 6.93
Net charge: -2
ΔE to the lowest compared entry with this formula, charge and spin, kJ/mol: 104.8
E_HOMO, eV: -2.742

Last column: Löwdin charge in e.
Cartesian coordinates (Å):
Y  2.194  0.189  1.378  1.299
C  4.503  0.155  0.782  -0.225
C  4.771  -0.280  -0.558  -0.318
C  4.944  -1.655  -0.864  -0.059
C  5.248  -2.082  -2.127  -0.048
C  5.412  -1.159  -3.176  -0.279
C  5.239  0.208  -2.897  -0.050
C  4.939  0.631  -1.631  -0.049
C  5.761  -1.593  -4.456  -0.249
N  6.072  -1.955  -5.507  0.102
H  4.931  1.140  1.013  0.032
H  4.815  -0.587  1.531  0.064
H  4.835  -2.376  -0.064  0.105
H  5.385  -3.138  -2.330  0.109
H  5.365  0.924  -3.698  0.108
H  4.820  1.688  -1.438  0.099
N  3.137  3.647  0.365  0.145
C  1.842  3.201  0.506  -0.522
O  1.588  1.981  0.241  -0.199
C  0.851  4.158  0.812  -0.214
C  1.177  5.493  1.022  -0.259
N  1.457  6.603  1.179  0.110
C  -0.469  3.747  0.940  -0.240
N  -1.569  3.393  0.994  0.134
H  3.817  2.902  0.449  0.051
H  3.374  4.450  0.931  0.084
C  -4.237  0.630  -1.645  -0.050
C  -4.451  0.819  -0.172  -0.305
C  -5.747  1.123  0.240  -0.078
C  -6.065  1.322  1.569  -0.112
C  -5.062  1.223  2.517  -0.103
C  -3.774  0.924  2.110  -0.155
C  -3.437  0.705  0.779  -0.308
Sb  -1.240  0.352  0.615  1.667
C  -1.200  -0.321  -1.469  -0.334
C  -1.163  -1.658  -1.828  -0.146
C  -1.021  -2.037  -3.154  -0.097
C  -0.908  -1.074  -4.140  -0.101
C  -0.919  0.264  -3.783  -0.060
C  -1.047  0.653  -2.456  -0.328
C  -0.990  2.102  -2.087  -0.073
C  -1.480  -1.641  1.568  -0.273
C  -0.458  -1.898  2.474  -0.153
C  -0.439  -3.035  3.264  -0.075
C  -1.477  -3.944  3.170  -0.100
C  -2.506  -3.703  2.277  -0.074
C  -2.525  -2.568  1.472  -0.295
C  -3.688  -2.381  0.543  -0.054
H  -5.185  0.418  -2.139  0.073
H  -3.544  -0.180  -1.848  0.052
H  -3.822  1.534  -2.086  0.080
H  -6.528  1.200  -0.508  0.098
H  -7.084  1.556  1.857  0.089
H  -5.288  1.382  3.564  0.094
H  -2.988  0.861  2.853  0.095
H  -1.237  -2.420  -1.062  0.090
H  -0.993  -3.088  -3.416  0.093
H  -0.797  -1.365  -5.178  0.091
H  -0.798  1.022  -4.547  0.101
H  -1.072  2.737  -2.968  0.081
H  -0.037  2.298  -1.591  0.069
H  -1.782  2.359  -1.381  0.041
H  0.349  -1.178  2.604  0.040
H  0.379  -3.193  3.952  0.109
H  -1.487  -4.833  3.788  0.091
H  -3.327  -4.408  2.205  0.098
H  -4.132  -3.345  0.296  0.076
H  -3.373  -1.881  -0.368  0.047
H  -4.449  -1.763  1.021  0.080
O  1.499  1.123  5.244  -0.378
S  1.927  1.017  3.871  0.019
O  2.566  -0.305  3.542  -0.511
O  0.806  1.128  2.870  -0.577
S  3.274  2.338  3.313  0.306
O  2.364  -2.303  1.192  -0.066
C  1.629  -2.153  0.215  -0.550
O  1.264  -1.039  -0.234  -0.198
H  1.260  -3.059  -0.319  0.144

Forces on the atoms, in the same order (eV/Å):
Y 0.55 -0.37 -0.81
C 1.04 0.12 -0.19
C 0.51 -0.07 0.01
C -0.21 0.11 0.17
C 0.09 0.10 -0.38
C -0.38 0.34 1.13
C 0.11 -0.30 -0.22
C -0.22 -0.07 0.24
C 0.36 -0.38 -1.15
N -0.04 0.01 0.02
H -0.16 -0.24 0.00
H -0.13 0.23 -0.04
H -0.02 -0.01 0.03
H -0.01 0.01 0.01
H 0.00 0.04 -0.03
H -0.02 0.09 0.01
N -0.04 -0.20 0.01
C 0.35 0.23 -0.49
O 0.24 0.92 -0.15
C 0.58 -0.85 -0.10
C 0.16 0.82 0.11
N 0.09 0.09 0.01
C -1.03 -0.25 -0.03
N 0.01 0.25 0.09
H -0.15 0.06 -0.01
H -0.05 0.02 -0.07
C -0.02 -0.06 0.00
C -0.11 0.00 -0.21
C -0.11 -0.02 -0.02
C -0.06 0.02 0.05
C -0.13 -0.02 0.18
C 0.18 -0.02 0.17
C 0.62 0.29 0.04
Sb -1.54 -1.21 -0.52
C 0.08 0.17 0.39
C -0.07 -0.09 -0.01
C -0.06 -0.22 0.00
C 0.00 -0.01 -0.09
C 0.07 0.03 -0.12
C -0.02 -0.11 -0.12
C 0.05 -0.04 0.01
C 0.14 0.54 -0.23
C 0.11 0.08 0.09
C 0.12 -0.05 0.15
C 0.11 0.01 0.07
C -0.09 -0.01 -0.04
C -0.04 -0.07 -0.06
C 0.00 -0.02 0.09
H -0.03 0.00 -0.05
H -0.03 -0.03 -0.10
H 0.09 0.06 -0.12
H 0.00 -0.01 -0.05
H 0.01 0.01 0.02
H 0.07 0.00 0.04
H 0.01 0.04 0.18
H 0.01 -0.05 0.03
H 0.00 -0.06 0.00
H 0.01 0.03 0.01
H -0.02 0.06 -0.04
H -0.01 0.08 0.02
H -0.01 0.17 0.03
H 0.00 0.17 -0.02
H -0.30 -0.25 0.17
H 0.08 -0.01 0.03
H 0.00 -0.02 0.01
H -0.04 -0.05 -0.04
H -0.03 -0.02 -0.08
H -0.12 0.02 -0.11
H -0.09 0.04 -0.07
O -0.08 -0.11 -0.25
S -0.03 0.57 2.14
O -0.27 -0.44 0.23
O -0.24 0.11 0.67
S 0.24 0.42 -0.03
O 0.49 0.23 0.65
C -0.21 -1.67 -0.76
O -0.38 0.58 -0.62
H 0.05 0.23 0.09

=====

3.
Computed, not measured: C15H42BBaF3N2O18P3 as an isolated structure in a non-equilibrium geometry, with ωB97M-V with the def2-TZVPD basis set.

Values from the calculation:
Orbital gap, eV: 8.45
Net charge: +1
E_HOMO, eV: -12.082

Last column: Löwdin charge in e.
Cartesian coordinates (Å):
Ba  -0.610  -1.117  2.294  1.909
B  0.038  -0.948  -0.388  -0.603
H  0.470  -0.717  -1.350  -0.023
H  0.473  -1.721  0.227  -0.117
H  0.107  -0.046  0.200  -0.126
H  -1.008  -1.191  -0.491  -0.081
C  -2.154  -1.625  -2.846  0.030
N  -1.553  -2.248  -4.044  -0.409
O  -0.762  -1.603  -4.704  0.075
O  -1.868  -3.429  -4.316  0.037
H  -1.635  -0.678  -2.701  0.081
H  -2.052  -2.261  -1.967  0.090
H  -3.208  -1.487  -3.087  0.109
C  0.221  2.302  -1.266  0.003
N  0.327  2.280  -2.675  -0.465
O  1.166  1.558  -3.149  0.090
O  -0.470  2.935  -3.325  0.067
H  -0.685  1.726  -1.082  0.074
H  0.193  3.336  -0.923  0.099
H  1.102  1.840  -0.821  0.104
C  -0.069  2.485  5.074  -0.117
O  0.433  2.968  3.861  -0.218
P  -0.557  2.970  2.546  0.589
O  -0.932  1.575  2.114  -0.423
O  -1.820  3.955  3.016  -0.250
C  -2.941  4.351  2.271  -0.086
O  0.253  3.863  1.409  -0.263
C  0.755  5.196  1.674  -0.048
H  0.472  1.564  5.288  0.083
H  -1.156  2.408  5.040  0.083
H  -0.085  3.215  5.884  0.104
H  -3.755  3.662  2.495  0.097
H  -2.532  4.430  1.264  0.084
H  -3.192  5.397  2.452  0.100
H  0.240  5.847  0.968  0.097
H  1.837  5.150  1.547  0.105
H  0.351  5.502  2.639  0.086
C  -3.270  1.737  -0.830  -0.121
O  -4.464  1.083  -0.679  -0.180
P  -4.664  0.023  0.536  0.487
O  -3.429  -0.522  1.141  -0.322
O  -5.614  0.791  1.616  -0.191
C  -5.560  0.570  2.970  -0.151
O  -5.627  -1.082  -0.088  -0.183
C  -6.078  -2.155  0.712  -0.103
H  -2.462  1.006  -0.805  0.068
H  -3.105  2.449  -0.022  0.075
H  -3.451  2.359  -1.706  0.119
H  -5.765  1.423  3.617  0.092
H  -4.565  0.346  3.356  0.076
H  -6.273  -0.219  3.208  0.095
H  -7.140  -2.304  0.908  0.096
H  -5.631  -2.142  1.706  0.081
H  -5.949  -3.080  0.149  0.099
C  3.482  0.688  4.757  -0.131
O  4.106  0.631  3.504  -0.168
P  3.375  -0.169  2.347  0.502
O  1.913  -0.307  2.433  -0.427
O  3.951  0.561  0.985  -0.188
C  3.916  -0.060  -0.252  -0.107
O  4.214  -1.565  2.533  -0.213
C  3.922  -2.426  3.673  -0.069
H  2.482  0.277  4.892  0.070
H  3.452  1.720  5.106  0.097
H  4.157  0.249  5.492  0.102
H  4.355  0.611  -0.991  0.109
H  2.927  -0.498  -0.380  0.083
H  4.582  -0.919  -0.338  0.094
H  3.356  -1.982  4.492  0.070
H  4.848  -2.806  4.105  0.101
H  3.331  -3.257  3.289  0.090
C  2.283  -2.557  -3.921  -0.046
C  1.899  -3.657  -4.975  -0.217
O  2.868  -3.755  -5.917  0.027
C  4.026  -4.374  -5.614  -0.300
O  4.449  -4.526  -4.451  0.122
C  4.786  -4.657  -6.921  -0.538
F  4.239  -4.228  -8.018  0.204
F  6.013  -4.074  -6.862  0.147
F  4.915  -5.999  -7.089  0.147
H  3.301  -2.653  -3.545  0.063
H  1.567  -2.441  -3.108  0.057
H  2.270  -1.512  -4.234  0.072
H  0.940  -3.432  -5.443  0.111
H  1.729  -4.606  -4.468  0.131

Forces on the atoms, in the same order (eV/Å):
Ba -0.33 0.97 -1.14
B 0.01 0.09 -0.45
H 1.76 0.33 -3.34
H 2.30 -3.46 1.99
H 0.26 3.60 2.44
H -4.13 -0.91 -0.13
C -0.26 0.43 -0.08
N 0.39 -2.26 -0.99
O -0.48 -0.01 0.42
O 0.28 2.03 0.74
H -0.20 -0.20 0.01
H 0.10 -0.09 -0.43
H 0.03 0.05 0.07
C 0.17 0.36 2.05
N 0.10 0.06 -2.12
O 0.65 -0.37 -0.51
O -0.12 0.14 0.16
H 0.25 0.30 0.57
H -0.51 -0.18 -0.14
H -0.33 -0.21 -0.17
C -1.35 -0.10 0.88
O -0.99 1.21 -2.77
P 0.08 1.71 -0.10
O 0.38 1.92 0.57
O 3.39 -1.83 1.42
C 0.54 0.37 -1.32
O -1.44 -2.59 1.78
C -1.17 -0.14 0.18
H -0.36 0.08 0.45
H -0.19 -1.04 -0.41
H 1.31 0.22 -0.04
H -0.11 0.21 -0.64
H -1.08 -0.60 -0.68
H -0.10 -0.18 0.83
H 0.49 0.00 -0.31
H -0.24 0.35 0.29
H 0.81 0.15 0.26
C 1.23 1.42 0.11
O -3.06 -3.15 2.23
P -1.01 0.72 -0.16
O 0.22 0.15 0.18
O 1.05 0.50 -2.56
C 0.26 -0.69 2.27
O 0.21 1.41 -0.38
C -0.41 -1.56 0.54
H 0.22 0.31 -0.61
H 0.10 -0.01 0.30
H 0.91 -0.38 -0.36
H -0.73 0.55 -0.77
H 0.27 -0.70 -0.46
H 0.15 -0.06 0.38
H -0.50 1.54 -0.30
H 0.43 -0.35 -0.21
H 1.06 -0.02 0.19
C 0.53 1.08 2.28
O -1.21 0.51 -1.24
P 3.68 -0.63 -1.47
O -0.67 -0.14 0.40
O -0.50 -0.42 4.71
C 0.21 -1.89 -1.46
O -1.25 0.84 -0.40
C -0.23 -0.32 -0.54
H 0.08 -0.24 -0.64
H -0.25 0.25 -0.40
H -0.07 -0.52 -0.10
H -0.96 0.32 -0.05
H -0.21 0.61 -0.96
H 0.30 -0.18 0.60
H 0.01 0.50 -0.22
H 0.08 0.18 -0.37
H 0.12 -0.11 0.07
C -0.31 0.50 -0.05
C -1.62 1.63 3.43
O 2.40 -1.47 -2.39
C -0.17 1.43 3.52
O -1.00 -0.36 -4.07
C 1.70 -0.94 0.09
F -1.02 0.75 -0.61
F -0.54 -0.65 0.34
F 0.28 0.54 0.61
H -0.25 -0.61 0.21
H -0.01 -0.82 0.28
H -0.15 -0.08 -1.17
H 0.29 0.26 -0.29
H 0.36 -0.14 0.13